[1]
# C7H11N2S2

A 2-piece molecular cluster, C7H11N2S2 overall at a distorted geometry (ωB97M-V/def2-TZVPD, the Open Molecules 2025 dataset).

LUMO energy in eV: -4.061
Charge: +1
Relative energy (zero: lowest compared OMol25 entry of this formula, charge and spin) in kJ/mol: 0.0
Calculated total energy in eV: -32081.3351
Gap between HOMO and LUMO in eV: 8.09

CARTESIAN COORDINATES (ANGSTROEM)
C -0.3020 -0.2628 -2.8195
C -0.7401 -1.2089 -1.8855
C 0.3988 0.9002 -2.4457
C -0.3034 -1.1143 -0.6222
C 0.8857 0.9587 -1.1502
C 0.5702 -0.0843 -0.2111
C 1.1728 -0.0908 1.1358
N 1.5979 1.0027 1.6446
N 1.4975 -1.2360 1.7400
S -2.7531 0.2940 0.5211
S -1.6308 0.1752 2.3256
H -0.5649 -0.2865 -3.8637
H -1.2835 -2.1108 -1.9282
H 0.6468 1.5772 -3.2626
H -0.7884 -1.9234 0.0968
H 1.5618 1.7657 -0.8834
H 2.1355 1.0150 2.5159
H 1.3559 1.8609 1.1338
H -2.1470 1.2945 2.8678
H 1.2100 -2.0315 1.2511
H 1.3259 -1.1105 2.7042
H -3.8456 0.6155 1.1353

***

[2]
# C5H8F2

C5H8F2 in the gas phase at a distorted geometry (ωB97M-V/def2-TZVPD, the Open Molecules 2025 dataset).

LUMO energy in eV: 1.006
Charge: 0
SMILES string: CC(C)C=C(F)F
Relative energy (zero: lowest compared OMol25 entry of this formula, charge and spin) in kJ/mol: 123.6
Calculated total energy in eV: -10748.0933
Gap between HOMO and LUMO in eV: 10.23

CARTESIAN COORDINATES (ANGSTROEM)
C 0.3416 1.3019 0.4776
C 0.2983 -0.0211 -0.3443
C 1.5727 -0.7803 -0.1516
C -0.8782 -0.8258 0.0181
C -2.0953 -0.2141 -0.0886
F -3.2379 -0.6990 0.2910
F -2.3220 1.0418 -0.5368
H 0.1912 1.0847 1.5288
H 1.3883 1.7278 0.3539
H -0.2790 2.0098 0.1479
H 0.1550 0.1617 -1.4327
H 1.7586 -0.9784 0.9917
H 1.4821 -1.6892 -0.6594
H 2.4659 -0.1746 -0.7256
H -0.8414 -1.9452 0.1300

***

[3]
# C34H35BF6GaN5O3SeSi2

C34H35BF6GaN5O3SeSi2 as an isolated structure (ωB97M-V/def2-TZVPD, the Open Molecules 2025 dataset).

LUMO energy in eV: -0.766
Charge: 0
Relative energy (zero: lowest compared OMol25 entry of this formula, charge and spin) in kJ/mol: 6.4
Calculated total energy in eV: -199885.3441
Gap between HOMO and LUMO in eV: 7.64

CARTESIAN COORDINATES (ANGSTROEM)
Ga -0.2761 -0.5674 -0.0117
Se 1.7906 4.1680 6.5355
N 2.3945 2.7009 5.7169
C 1.5316 2.4063 4.7850
C 1.6883 1.2713 3.8775
C 2.7420 0.3730 4.0315
C 2.8360 -0.6806 3.1587
C 1.9184 -0.7542 2.1174
N 0.9365 0.1123 1.9226
C 0.7677 1.0834 2.8435
C -0.4550 1.9188 2.7906
N -1.3944 1.5529 1.9237
C -2.5297 2.2289 1.8958
C -2.7948 3.3192 2.7193
C -1.8295 3.7029 3.6227
C -0.6365 2.9875 3.6762
C 0.3926 3.2804 4.6666
N 0.3396 4.2806 5.5012
H 3.4439 0.5150 4.8424
H 3.6082 -1.4312 3.2467
H 1.9729 -1.5714 1.4152
H -3.2771 1.8864 1.1880
H -3.7428 3.8343 2.6516
H -1.9789 4.5313 4.3026
C 4.1580 -1.0846 -0.1787
Si 2.7504 -1.9393 -1.1070
C 2.1325 -3.4835 -0.2119
C 3.5561 -2.5954 -2.6739
C 1.2937 -0.7856 -1.4118
C 0.3889 -1.5293 -2.3477
C 0.5814 -1.7466 -3.7166
C -0.3492 -2.4875 -4.4176
C -1.4680 -2.9933 -3.7619
C -1.6200 -2.7015 -2.4212
N -0.7176 -1.9906 -1.7475
Si 1.7807 0.9196 -2.0519
C 0.4810 1.5761 -3.2562
C 1.9694 2.1272 -0.6246
C 3.4017 0.9502 -3.0060
H 4.6041 -1.7444 0.5698
H 3.8506 -0.1675 0.3243
H 4.9494 -0.8237 -0.8847
H 2.8858 -3.9050 0.4595
H 1.8967 -4.2509 -0.9546
H 1.2212 -3.3004 0.3609
H 4.3042 -3.3362 -2.3740
H 4.0697 -1.8192 -3.2451
H 2.8481 -3.1027 -3.3312
H 1.4533 -1.3382 -4.2117
H -0.2095 -2.6707 -5.4759
H -2.2117 -3.5783 -4.2842
H -2.4920 -3.0201 -1.8645
H 0.0888 2.5367 -2.9176
H -0.3681 0.9032 -3.3990
H 0.9330 1.7340 -4.2387
H 1.1359 2.0641 0.0775
H 1.9950 3.1529 -1.0015
H 2.8965 1.9536 -0.0714
H 3.3749 0.2973 -3.8820
H 4.2678 0.6750 -2.4017
H 3.5615 1.9709 -3.3668
O -2.6515 0.3944 -1.7167
B -1.5884 0.8007 -0.8969
O -1.5254 2.2003 -0.8915
C -2.5423 2.6368 -1.7006
C -2.8925 3.9289 -2.0198
C -3.9829 4.0839 -2.8756
C -4.6729 2.9844 -3.3765
C -4.3043 1.6807 -3.0445
C -3.2278 1.5431 -2.1986
H -2.3458 4.7746 -1.6250
H -4.2962 5.0806 -3.1571
H -5.5132 3.1439 -4.0392
H -4.8322 0.8183 -3.4280
C -1.5592 -4.1066 1.5556
C -1.5990 -2.6207 1.9230
O -0.7072 -1.8995 1.2013
C -1.2216 -2.4713 3.4179
F -1.1976 -1.1899 3.8213
F -2.0577 -3.1353 4.2382
F 0.0150 -2.9695 3.6211
C -3.0384 -2.1006 1.6894
F -3.2018 -0.8242 2.0690
F -3.9690 -2.8319 2.3304
F -3.3273 -2.1578 0.3739
H -0.5362 -4.4585 1.6702
H -1.8441 -4.2130 0.5101
H -2.2227 -4.7072 2.1762